Computed, not measured: a cluster of 3 separate species, C24H34ClF7NP in total, with wB97M-V/def2-TZVPD.

Output
E_LUMO: 0.75 eV
calculated total energy: -67761.4099 eV
SMILES: NCCCC[PH2](CCCCl)CCCC(F)(F)C(F)(F)F.Fc1ccccc1.Fc1ccccc1
HOMO level: -8.1 eV
largest force on an atom: 2.221 eV Å⁻¹

```
! wB97M-V def2-TZVPD RIJCOSX def2/J DEFGRID3
* xyz 0 1
N 4.045 -0.559 -1.100
C 5.175 0.032 -1.828
C 5.218 -0.369 -3.295
C 3.867 -0.261 -3.995
C 3.586 1.184 -4.460
P 1.814 1.721 -4.348
C 2.250 3.342 -3.392
C 2.262 3.040 -1.876
C 0.925 3.432 -1.231
Cl 1.184 4.586 0.123
C 1.167 0.208 -5.331
C 0.614 -0.927 -4.453
C -0.910 -0.818 -4.268
C -1.322 -1.284 -2.909
F -0.705 -0.613 -1.933
F -0.960 -2.564 -2.773
C -2.825 -1.157 -2.629
F -3.165 0.100 -2.724
F -3.047 -1.519 -1.376
F -3.544 -1.902 -3.394
H 3.518 0.130 -0.587
H 4.335 -1.301 -0.483
H 5.166 1.109 -1.678
H 6.092 -0.335 -1.371
H 5.978 0.195 -3.828
H 5.531 -1.407 -3.370
H 3.924 -0.915 -4.859
H 3.127 -0.665 -3.317
H 3.924 1.280 -5.485
H 4.229 1.835 -3.883
H 0.900 1.372 -3.298
H 1.327 2.561 -5.409
H 3.198 3.742 -3.739
H 1.505 4.085 -3.657
H 3.114 3.480 -1.377
H 2.346 1.955 -1.762
H 0.252 3.900 -1.928
H 0.410 2.557 -0.855
H 0.352 0.568 -5.956
H 1.941 -0.143 -6.012
H 1.048 -0.834 -3.458
H 0.873 -1.881 -4.884
H -1.374 -1.479 -4.994
H -1.237 0.195 -4.473
F -1.236 -4.747 3.125
C -1.720 -3.491 3.049
C -2.062 -2.976 1.815
C -2.563 -1.685 1.740
C -2.706 -0.926 2.895
C -2.352 -1.459 4.128
C -1.859 -2.754 4.208
H -1.935 -3.581 0.926
H -2.841 -1.271 0.782
H -3.093 0.083 2.833
H -2.458 -0.871 5.025
H -1.585 -3.191 5.160
F -2.064 -0.619 6.960
C -3.106 -0.258 7.740
C -2.920 0.714 8.702
C -3.994 1.084 9.497
C -5.230 0.475 9.327
C -5.394 -0.504 8.357
C -4.327 -0.873 7.551
H -1.947 1.171 8.822
H -3.866 1.850 10.250
H -6.065 0.764 9.952
H -6.356 -0.982 8.226
H -4.436 -1.629 6.784
*
```

The computed Mulliken charges, all in e, follow: number 1, N, carries -0.460; number 2, C, carries -0.568; number 3, C, carries -1.149; number 4, C, carries -0.051; number 5, C, carries -1.188; number 6, P, carries 0.646; number 7, C, carries -1.441; number 8, C, carries -0.012; number 9, C, carries -0.471; number 10, Cl, carries -0.235; number 11, C, carries -1.496; number 12, C, carries -0.557; number 13, C, carries -1.115; number 14, C, carries 0.923; number 15, F, carries -0.288; number 16, F, carries -0.346; number 17, C, carries 0.496; number 18, F, carries -0.279; number 19, F, carries -0.256; number 20, F, carries -0.267; number 21, H, carries 0.141; number 22, H, carries 0.204; number 23, H, carries 0.260; number 24, H, carries 0.443; number 25, H, carries 0.375; number 26, H, carries 0.426; number 27, H, carries 0.434; number 28, H, carries 0.109; number 29, H, carries 0.454; number 30, H, carries 0.638; number 31, H, carries -0.144; number 32, H, carries -0.113; number 33, H, carries 0.429; number 34, H, carries 0.684; number 35, H, carries 0.567; number 36, H, carries -0.259; number 37, H, carries 0.334; number 38, H, carries 0.185; number 39, H, carries 0.784; number 40, H, carries 0.520; number 41, H, carries 0.221; number 42, H, carries 0.485; number 43, H, carries 0.427; number 44, H, carries 0.484; number 45, F, carries -0.317; number 46, C, carries 0.486; number 47, C, carries -0.659; number 48, C, carries -0.140; number 49, C, carries -0.930; number 50, C, carries -0.012; number 51, C, carries -0.685; number 52, H, carries 0.460; number 53, H, carries 0.535; number 54, H, carries 0.390; number 55, H, carries 0.470; number 56, H, carries 0.441; number 57, F, carries -0.322; number 58, C, carries 0.385; number 59, C, carries -0.472; number 60, C, carries -0.353; number 61, C, carries -0.511; number 62, C, carries -0.385; number 63, C, carries -0.298; number 64, H, carries 0.417; number 65, H, carries 0.357; number 66, H, carries 0.366; number 67, H, carries 0.351; number 68, H, carries 0.449

=====

Computed, not measured: a cluster of 2 separate species, C17H38FN2O3P in total, with wB97M-V/def2-TZVPD.

Output
E_LUMO: -0.86 eV
calculated total energy: -39367.0340 eV
HOMO level: -5.4 eV
largest force on an atom: 4.624 eV Å⁻¹

```
! wB97M-V def2-TZVPD RIJCOSX def2/J DEFGRID3
* xyz 0 1
C 1.013 0.506 -1.959
O 1.267 -0.875 -2.185
C 1.123 -1.263 -3.558
C 0.108 -2.445 -3.620
C -1.091 -2.045 -4.512
C -1.980 -1.084 -3.682
C -2.994 -0.291 -4.523
P -3.662 1.185 -3.504
C -5.313 0.280 -3.005
O -6.198 0.924 -2.574
N -5.534 -1.213 -3.087
C -5.711 -1.824 -1.822
O -5.173 -2.795 -1.535
F -6.556 -1.301 -0.915
H 0.028 0.625 -1.481
H 1.063 1.131 -2.859
H 1.815 0.871 -1.287
H 2.116 -1.583 -3.915
H 0.744 -0.461 -4.204
H 0.630 -3.335 -4.003
H -0.301 -2.635 -2.621
H -0.773 -1.581 -5.457
H -1.718 -2.915 -4.765
H -1.302 -0.319 -3.256
H -2.480 -1.589 -2.844
H -2.410 0.159 -5.349
H -3.760 -0.921 -4.999
H -4.264 1.749 -4.727
H -4.149 2.356 -2.793
H -3.030 0.656 -2.266
H -2.388 1.902 -3.748
H -6.428 -1.343 -3.569
C 2.607 -2.044 1.341
C 1.453 -1.145 1.790
C 1.837 0.323 1.970
N 2.272 0.740 3.369
C 1.048 0.859 4.254
C 1.363 1.490 5.600
C 2.042 2.845 5.448
C 3.263 2.752 4.544
C 2.924 2.102 3.215
C 3.251 -0.232 3.937
H 3.307 -2.264 2.147
H 2.220 -2.998 0.984
H 3.165 -1.586 0.522
H 0.971 -1.557 2.680
H 0.705 -1.179 0.995
H 0.983 0.956 1.726
H 2.650 0.588 1.292
H 0.325 1.471 3.714
H 0.638 -0.142 4.380
H 0.433 1.612 6.157
H 1.988 0.823 6.201
H 2.330 3.229 6.427
H 1.330 3.562 5.026
H 4.064 2.207 5.049
H 3.655 3.753 4.357
H 3.820 1.962 2.611
H 2.219 2.725 2.660
H 4.075 -0.336 3.235
H 2.748 -1.180 4.103
H 3.625 0.136 4.887
*
```

The computed Mulliken charges, all in e, follow: number 1, C, carries -0.637; number 2, O, carries -0.309; number 3, C, carries -0.637; number 4, C, carries -0.526; number 5, C, carries -1.026; number 6, C, carries 0.636; number 7, C, carries -1.536; number 8, P, carries -0.243; number 9, C, carries 0.066; number 10, O, carries -0.531; number 11, N, carries -0.141; number 12, C, carries 0.470; number 13, O, carries -0.424; number 14, F, carries -0.226; number 15, H, carries 0.263; number 16, H, carries 0.407; number 17, H, carries 0.093; number 18, H, carries 0.314; number 19, H, carries 0.380; number 20, H, carries 0.355; number 21, H, carries 0.324; number 22, H, carries 0.330; number 23, H, carries 0.416; number 24, H, carries -0.251; number 25, H, carries 0.156; number 26, H, carries 0.542; number 27, H, carries 0.404; number 28, H, carries -0.033; number 29, H, carries 0.122; number 30, H, carries -0.133; number 31, H, carries 0.058; number 32, H, carries 0.322; number 33, C, carries -1.350; number 34, C, carries -0.424; number 35, C, carries -0.694; number 36, N, carries 0.283; number 37, C, carries -0.569; number 38, C, carries -0.640; number 39, C, carries -0.668; number 40, C, carries -0.743; number 41, C, carries -0.589; number 42, C, carries -1.186; number 43, H, carries 0.369; number 44, H, carries 0.395; number 45, H, carries 0.337; number 46, H, carries 0.276; number 47, H, carries 0.493; number 48, H, carries 0.258; number 49, H, carries 0.511; number 50, H, carries 0.402; number 51, H, carries 0.377; number 52, H, carries 0.406; number 53, H, carries 0.294; number 54, H, carries 0.368; number 55, H, carries 0.300; number 56, H, carries 0.314; number 57, H, carries 0.391; number 58, H, carries 0.438; number 59, H, carries 0.410; number 60, H, carries 0.352; number 61, H, carries 0.354; number 62, H, carries 0.530

=====

Computed, not measured: a structure of composition C2H5BrS, with wB97M-V/def2-TZVPD.

Output
E_LUMO: 0.82 eV
calculated total energy: -83032.1372 eV
relative energy (zero: lowest compared OMol25 entry of this formula, charge and spin): 26.4 kJ/mol
HOMO level: -9.2 eV
largest force on an atom: 3.818 eV Å⁻¹

```
! wB97M-V def2-TZVPD RIJCOSX def2/J DEFGRID3
* xyz 0 1
C 0.903 0.317 -0.199
C -0.436 0.071 0.467
S -1.568 -1.063 -0.332
Br -1.539 1.586 0.983
H 0.720 0.706 -1.170
H 1.491 0.959 0.302
H 1.461 -0.523 -0.304
H -0.387 -0.433 1.464
H -0.644 -1.620 -1.210
*
```

The computed Mulliken charges, all in e, follow: number 1, C, carries -1.484; number 2, C, carries 0.068; number 3, S, carries -0.197; number 4, Br, carries -0.125; number 5, H, carries 0.395; number 6, H, carries 0.453; number 7, H, carries 0.451; number 8, H, carries 0.323; number 9, H, carries 0.116